C33H72N8O15 | the ωB97M-V functional and the def2-TZVPD basis

Geometry as ORCA input:
```
! wB97M-V def2-TZVPD RIJCOSX def2/J DEFGRID3
* xyz 0 1
C 2.211 -6.525 4.971
C 2.225 -5.065 4.597
C 2.940 -4.727 3.265
O 1.900 -4.359 2.371
C 0.697 -4.341 3.028
O -0.310 -4.047 2.491
O 0.841 -4.721 4.300
H 1.620 -7.107 4.263
H 1.622 -6.586 5.895
H 3.183 -6.962 5.175
H 2.563 -4.462 5.435
H 3.556 -5.562 2.919
H 3.674 -3.917 3.354
C -1.462 3.075 2.153
C -1.835 3.994 3.282
C -2.700 3.315 4.384
O -2.072 3.748 5.601
C -0.864 4.337 5.335
O -0.074 4.737 6.144
O -0.650 4.369 3.999
H -2.326 2.712 1.594
H -0.911 2.174 2.449
H -0.746 3.558 1.488
H -2.432 4.823 2.891
H -2.760 2.232 4.317
H -3.699 3.750 4.373
C -4.986 1.893 -4.666
N -4.457 3.026 -3.974
C -3.609 2.785 -2.819
C -4.868 4.262 -4.292
O -5.684 4.532 -5.146
H -4.335 1.598 -5.502
H -5.910 2.198 -5.157
H -5.090 1.057 -3.982
H -3.296 3.710 -2.331
H -4.210 2.250 -2.080
H -2.671 2.276 -3.040
H -4.416 5.043 -3.660
C -0.076 7.516 -2.350
N -0.591 6.189 -1.994
C -1.722 6.165 -1.122
C 0.065 5.062 -2.326
O -0.306 3.940 -2.045
H 0.800 7.459 -2.985
H 0.088 8.132 -1.455
H -0.865 8.073 -2.881
H -2.172 5.184 -1.042
H -1.426 6.499 -0.115
H -2.465 6.897 -1.450
H 0.979 5.273 -2.890
C 1.148 0.014 -0.277
N -0.287 -0.180 -0.250
C -0.692 -1.242 0.635
C -1.183 0.665 -0.802
O -2.384 0.688 -0.523
H 1.448 0.880 -0.863
H 1.709 -0.889 -0.502
H 1.302 0.264 0.783
H -1.734 -1.493 0.475
H -0.045 -2.110 0.546
H -0.683 -0.908 1.684
H -0.736 1.397 -1.498
C -3.652 -3.816 2.077
N -4.123 -5.065 2.616
C -4.500 -5.130 3.993
C -4.260 -6.135 1.782
O -4.561 -7.280 2.134
H -2.839 -3.417 2.693
H -4.427 -3.052 1.949
H -3.182 -3.973 1.106
H -4.436 -6.176 4.288
H -3.781 -4.534 4.560
H -5.498 -4.735 4.195
H -3.916 -5.918 0.765
C -2.708 -2.774 -1.713
N -3.815 -3.225 -2.497
C -4.125 -2.568 -3.747
C -4.467 -4.328 -2.086
O -4.097 -5.036 -1.186
H -2.083 -2.106 -2.308
H -2.088 -3.613 -1.411
H -3.079 -2.189 -0.875
H -3.233 -2.491 -4.363
H -4.878 -3.147 -4.278
H -4.549 -1.580 -3.549
H -5.371 -4.549 -2.673
C 7.230 2.637 -2.003
N 6.028 2.975 -2.689
C 4.766 2.601 -2.009
C 6.022 3.914 -3.648
O 5.023 4.421 -4.116
H 7.320 3.208 -1.064
H 8.105 2.883 -2.602
H 7.235 1.590 -1.707
H 4.449 3.478 -1.442
H 4.026 2.360 -2.765
H 5.004 1.770 -1.357
H 7.049 4.217 -3.924
C 2.818 -3.675 -1.338
N 3.599 -2.694 -2.078
C 4.701 -2.001 -1.434
C 3.197 -2.275 -3.286
O 3.608 -1.338 -3.925
H 1.871 -3.876 -1.846
H 2.564 -3.320 -0.342
H 3.330 -4.639 -1.388
H 5.006 -2.613 -0.595
H 5.511 -1.769 -2.123
H 4.350 -0.995 -1.161
H 2.321 -2.841 -3.661
C 4.694 3.886 1.581
N 3.302 3.541 1.876
C 2.228 3.932 0.946
C 3.024 2.491 2.691
O 1.950 1.931 2.732
H 4.835 4.959 1.455
H 5.005 3.379 0.664
H 5.280 3.549 2.434
H 2.454 4.899 0.511
H 2.081 3.058 0.301
H 1.300 4.008 1.504
H 3.912 2.178 3.267
C -0.620 -5.929 -0.105
O 0.442 -6.479 0.677
H -1.560 -6.074 0.441
H -0.428 -4.880 -0.330
H -0.799 -6.453 -1.047
H 0.607 -5.725 1.253
*
```

Computed properties:
HOMO level   -8.6 eV
HOMO-LUMO gap   8.59 eV
SMILES   C[C@H]1COC(=O)O1.C[C@H]1COC(=O)O1.CN(C)C=O.CN(C)C=O.CN(C)C=O.CN(C)C=O.CN(C)C=O.CN(C)C=O.CN(C)C=O.CN(C)C=O.CO

Results of the Mulliken charge analysis, in e, for atoms 1 through 99: number 1, C, carries -1.39; number 2, C, carries 0.25; number 3, C, carries -0.46; number 4, O, carries -0.06; number 5, C, carries 0.42; number 6, O, carries -0.22; number 7, O, carries -0.39; number 8, H, carries 0.34; number 9, H, carries 0.36; number 10, H, carries 0.39; number 11, H, carries 0.33; number 12, H, carries 0.32; number 13, H, carries 0.30; number 14, C, carries -0.86; number 15, C, carries 0.59; number 16, C, carries -0.43; number 17, O, carries -0.35; number 18, C, carries 0.58; number 19, O, carries -0.55; number 20, O, carries -0.30; number 21, H, carries 0.52; number 22, H, carries 0.31; number 23, H, carries -0.34; number 24, H, carries 0.25; number 25, H, carries 0.28; number 26, H, carries 0.31; number 27, C, carries -1.00; number 28, N, carries 0.19; number 29, C, carries -0.26; number 30, C, carries 0.18; number 31, O, carries -0.60; number 32, H, carries 0.29; number 33, H, carries 0.36; number 34, H, carries 0.30; number 35, H, carries -0.46; number 36, H, carries 0.44; number 37, H, carries 0.33; number 38, H, carries 0.26; number 39, C, carries -0.90; number 40, N, carries 0.21; number 41, C, carries -0.83; number 42, C, carries 0.03; number 43, O, carries -0.55; number 44, H, carries 0.29; number 45, H, carries 0.32; number 46, H, carries 0.32; number 47, H, carries -0.02; number 48, H, carries 0.33; number 49, H, carries 0.37; number 50, H, carries 0.39; number 51, C, carries -0.69; number 52, N, carries 0.70; number 53, C, carries -1.07; number 54, C, carries -0.05; number 55, O, carries -0.64; number 56, H, carries 0.32; number 57, H, carries -0.18; number 58, H, carries 0.48; number 59, H, carries 0.11; number 60, H, carries 0.21; number 61, H, carries 0.40; number 62, H, carries 0.37; number 63, C, carries -0.49; number 64, N, carries 0.24; number 65, C, carries -1.01; number 66, C, carries 0.26; number 67, O, carries -0.68; number 68, H, carries 0.31; number 69, H, carries 0.30; number 70, H, carries -0.15; number 71, H, carries 0.36; number 72, H, carries 0.31; number 73, H, carries 0.31; number 74, H, carries 0.30; number 75, C, carries -0.58; number 76, N, carries 0.25; number 77, C, carries -1.09; number 78, C, carries -0.08; number 79, O, carries -0.53; number 80, H, carries 0.33; number 81, H, carries 0.19; number 82, H, carries 0.18; number 83, H, carries 0.32; number 84, H, carries 0.33; number 85, H, carries 0.41; number 86, H, carries 0.31; number 87, C, carries -0.77; number 88, N, carries 0.14; number 89, C, carries -1.02; number 90, C, carries 0.10; number 91, O, carries -0.56; number 92, H, carries 0.31; number 93, H, carries 0.34; number 94, H, carries 0.21; number 95, H, carries 0.26; number 96, H, carries 0.40; number 97, H, carries 0.33; number 98, H, carries 0.25; number 99, C, carries -1.08



C33H73BrN4O3 | the ωB97M-V functional and the def2-TZVPD basis

Geometry as ORCA input:
```
! wB97M-V def2-TZVPD RIJCOSX def2/J DEFGRID3
* xyz 2 1
O 0.746 -0.156 -1.793
C 0.155 0.103 -0.664
O 0.811 0.775 0.160
O -0.876 -0.473 -0.377
H 1.489 0.332 -1.429
C 4.666 1.279 2.019
C 4.269 2.342 0.966
C 2.746 2.554 0.940
N 2.272 3.623 -0.108
C 2.895 5.015 0.233
C 0.701 3.790 -0.179
C 0.339 4.011 -1.650
C 1.386 3.210 -2.451
C 2.645 3.372 -1.631
H 4.316 1.500 3.027
H 5.750 1.372 2.095
H 4.428 0.239 1.798
H 4.566 2.043 -0.039
H 4.754 3.269 1.273
H 2.349 2.899 1.895
H 2.153 1.669 0.707
H 2.746 5.085 1.311
H 2.368 5.815 -0.287
H 3.927 5.016 -0.117
H 0.370 4.522 0.558
H 0.329 2.781 -0.002
H 0.407 5.098 -1.684
H -0.659 3.632 -1.870
H 1.544 3.641 -3.439
H 1.126 2.152 -2.407
H 3.213 4.167 -2.114
H 3.214 2.443 -1.596
C -0.996 -1.580 -3.373
C -2.406 -2.022 -2.851
C -2.249 -3.252 -1.931
N -2.780 -3.150 -0.464
C -1.706 -2.372 0.375
C -4.106 -2.449 -0.263
C -4.651 -3.145 0.906
C -4.296 -4.610 0.713
C -2.893 -4.551 0.186
H -0.583 -0.889 -2.638
H -1.126 -0.941 -4.247
H -0.390 -2.416 -3.722
H -3.056 -2.072 -3.724
H -2.858 -1.178 -2.330
H -1.193 -3.496 -1.813
H -2.714 -4.146 -2.346
H -1.612 -1.341 0.035
H -0.739 -2.865 0.267
H -2.089 -2.369 1.396
H -4.108 -1.375 -0.080
H -4.758 -2.664 -1.110
H -4.080 -2.757 1.749
H -5.705 -2.958 1.115
H -4.407 -5.246 1.592
H -4.968 -5.013 -0.045
H -2.196 -4.600 1.023
H -2.717 -5.365 -0.517
C -2.731 1.094 -3.787
C -2.876 1.734 -2.395
C -3.013 0.765 -1.175
N -2.858 1.426 0.245
C -4.061 2.305 0.517
C -1.505 2.259 0.495
C -1.400 2.408 2.031
C -1.898 1.054 2.608
C -2.826 0.430 1.495
H -1.725 0.686 -3.884
H -2.863 1.835 -4.576
H -3.500 0.355 -4.009
H -3.640 2.508 -2.472
H -1.960 2.305 -2.245
H -2.321 -0.072 -1.087
H -3.996 0.300 -1.255
H -5.025 1.821 0.359
H -3.916 3.192 -0.100
H -4.112 2.581 1.571
H -1.705 3.151 -0.099
H -0.673 1.701 0.065
H -2.049 3.233 2.324
H -0.379 2.662 2.317
H -2.409 1.099 3.569
H -1.049 0.383 2.743
H -3.826 0.099 1.775
H -2.300 -0.443 1.107
C 6.140 -1.430 0.790
C 4.684 -1.296 0.493
C 3.866 -1.836 1.662
N 2.323 -1.689 1.552
C 1.859 -0.188 1.570
C 1.578 -2.479 2.666
C 0.214 -2.824 2.123
C 0.372 -2.803 0.622
C 1.765 -2.360 0.257
H 6.215 -0.939 1.761
H 6.876 -1.000 0.111
H 6.486 -2.460 0.876
H 4.413 -1.803 -0.433
H 4.435 -0.240 0.380
H 4.030 -1.377 2.637
H 4.129 -2.890 1.750
H 1.990 0.189 2.584
H 0.798 -0.235 1.324
H 2.341 0.289 0.717
H 1.635 -1.968 3.627
H 2.183 -3.367 2.849
H -0.671 -2.260 2.416
H -0.038 -3.868 2.308
H -0.310 -2.033 0.259
H 0.001 -3.642 0.034
H 1.824 -1.802 -0.678
H 2.352 -3.269 0.129
Br 3.362 0.413 -1.570
*
```

Computed properties:
HOMO level   -12.5 eV
HOMO-LUMO gap   8.39 eV
Energy relative to the best compared isomer or geometry (same formula, charge and spin)   396.9 kcal/mol

Results of the Mulliken charge analysis, in e, for atoms 1 through 99: number 1, O, carries -1.01; number 2, C, carries 0.60; number 3, O, carries -0.37; number 4, O, carries 0.01; number 5, H, carries -0.23; number 6, C, carries -1.01; number 7, C, carries -0.40; number 8, C, carries -0.83; number 9, N, carries 0.62; number 10, C, carries -1.14; number 11, C, carries 0.27; number 12, C, carries -1.31; number 13, C, carries -0.19; number 14, C, carries 0.06; number 15, H, carries 0.42; number 16, H, carries 0.43; number 17, H, carries -0.14; number 18, H, carries 0.23; number 19, H, carries 0.59; number 20, H, carries 0.89; number 21, H, carries 0.14; number 22, H, carries 0.34; number 23, H, carries 0.44; number 24, H, carries 0.43; number 25, H, carries 0.81; number 26, H, carries -1.69; number 27, H, carries 0.56; number 28, H, carries 0.65; number 29, H, carries 0.64; number 30, H, carries -0.28; number 31, H, carries 0.63; number 32, H, carries -0.62; number 33, C, carries -1.40; number 34, C, carries 0.96; number 35, C, carries -0.99; number 36, N, carries 0.91; number 37, C, carries -2.48; number 38, C, carries 0.30; number 39, C, carries -0.69; number 40, C, carries -0.82; number 41, C, carries -0.23; number 42, H, carries 0.07; number 43, H, carries 0.48; number 44, H, carries 0.38; number 45, H, carries 0.82; number 46, H, carries -0.63; number 47, H, carries 0.52; number 48, H, carries 0.54; number 49, H, carries 0.95; number 50, H, carries -1.09; number 51, H, carries 0.67; number 52, H, carries -0.67; number 53, H, carries 0.61; number 54, H, carries 0.17; number 55, H, carries 0.54; number 56, H, carries 0.42; number 57, H, carries 0.34; number 58, H, carries 0.01; number 59, H, carries 0.53; number 60, C, carries -1.34; number 61, C, carries -0.73; number 62, C, carries 0.03; number 63, N, carries 0.68; number 64, C, carries -1.16; number 65, C, carries 0.08; number 66, C, carries -1.20; number 67, C, carries -1.10; number 68, C, carries 0.32; number 69, H, carries 0.14; number 70, H, carries 0.50; number 71, H, carries 0.31; number 72, H, carries 0.57; number 73, H, carries -0.18; number 74, H, carries -0.47; number 75, H, carries 0.97; number 76, H, carries 0.30; number 77, H, carries 0.37; number 78, H, carries 0.49; number 79, H, carries 0.91; number 80, H, carries -0.27; number 81, H, carries 0.51; number 82, H, carries 0.36; number 83, H, carries 0.51; number 84, H, carries 0.13; number 85, H, carries 0.87; number 86, H, carries -0.69; number 87, C, carries -1.67; number 88, C, carries 0.71; number 89, C, carries -1.13; number 90, N, carries 0.47; number 91, C, carries 0.24; number 92, C, carries -1.12; number 93, C, carries -0.54; number 94, C, carries 1.37; number 95, C, carries -0.96; number 96, H, carries 0.27; number 97, H, carries 0.37; number 98, H, carries 0.42; number 99, H, carries 0.54